24
Properties=species:S:1:pos:R:3 method="wB97M-V/def2-TZVPD" largest_force_ev_per_a=2.3 gap_ev=9.9 de_lowest_kcal_mol=36.6 smiles=CCNCCNC.O energy_ev=-10470.935 e_homo_ha=-0.330
C -0.7680 1.4703 -2.1622
C 0.6483 1.2670 -1.6435
N 0.7380 0.1277 -0.6918
C 0.9989 0.5129 0.7013
C 0.1860 -0.2104 1.7502
N -1.2723 -0.0123 1.6767
C -1.9716 -1.2003 1.1951
H -1.2083 0.5316 -2.4880
H -1.3169 2.2126 -1.5843
H -0.6594 2.0346 -3.1026
H 1.3257 0.9595 -2.4364
H 1.0389 2.1774 -1.2006
H -0.0776 -0.4499 -0.8366
H 2.0485 0.3218 0.9311
H 0.7715 1.5795 0.7992
H 0.4978 0.1930 2.7089
H 0.4344 -1.2674 1.8149
H -1.4260 0.7519 1.0316
H -1.3744 -1.7803 0.4754
H -2.7670 -1.0007 0.4904
H -2.3857 -1.7755 2.0166
O 2.4209 -2.4667 0.2906
H 1.5026 -2.2913 0.5079
H 2.6156 -1.6852 -0.2435